Entry from the OMol25 dataset: a gas-phase ion, C9H6N3O (charge +1) in a non-equilibrium geometry (wB97M-V/def2-TZVPD).

Calculated values
2S+1	1
DFT total energy	-585.5310	Ha
frontier orbital gap (alpha / beta)	6.96 / 6.95	eV
total charge	+1

Geometry as XYZ:
```
19
Properties=species:S:1:pos:R:3:mulliken_charge:R:1
O -1.35 1.47 -4.18 -0.4644
N -1.13 1.19 -3.07 0.0262
N -3.25 2.56 -3.68 -0.2955
N -0.16 0.67 -2.54 0.2940
C 1.25 -0.88 0.47 -0.3222
C -0.01 0.35 -1.14 0.8796
C 0.32 -0.62 1.43 -0.4554
C -2.95 1.67 -1.36 0.4215
C -1.07 0.56 -0.13 1.0446
C -0.72 0.24 1.20 -0.8017
C -3.23 2.11 -2.57 0.0598
C -2.32 1.24 -0.32 -0.2794
C 1.18 -0.23 -0.79 -0.8988
H 0.65 0.29 -2.95 0.1876
H -1.28 0.44 2.05 0.3750
H 0.41 -1.01 2.52 0.3018
H 2.10 -0.40 -1.41 0.2998
H -2.77 1.44 0.77 0.3008
H 2.18 -1.52 0.64 0.3267
```